1.
Density functional theory data (wB97M-V/def2-TZVPD) for a molecular structure, C31H42Cl2CoN2O2PS4 at a distorted geometry.

```
85
Properties=species:S:1:pos:R:3:forces:R:3:mulliken_spin:R:1
Co 0.991 0.990 1.207 0.9 0.9 0.2 2.657
Cl -0.944 3.728 -0.272 0.1 0.3 -0.1 0.002
Cl -1.226 4.816 -2.995 -0.1 0.0 -0.2 0.000
S 3.101 0.186 1.971 -0.3 -0.3 0.4 0.107
S 5.196 2.687 -0.873 -0.1 0.0 0.0 -0.001
S 5.928 0.664 1.101 -0.1 0.0 0.1 -0.001
S 2.265 2.503 -0.285 -0.5 0.1 -0.1 0.107
P 0.083 -0.362 -0.578 -0.6 -1.1 -0.5 -0.042
O 0.039 2.405 2.223 0.0 -0.2 -0.1 0.060
O 7.682 1.951 -0.395 0.0 0.0 0.0 0.001
N 0.236 -0.293 2.867 0.0 0.0 0.0 0.030
N -0.248 -0.827 4.936 0.0 0.1 -0.1 0.003
C 2.081 -3.883 -1.925 0.0 -0.1 0.1 0.000
C -0.397 -0.021 -2.347 0.1 0.3 0.3 0.039
C 3.868 1.975 0.047 0.5 -0.3 0.2 0.004
C -1.037 0.605 -4.936 0.0 0.2 0.0 0.000
C 4.210 1.042 0.965 0.2 0.3 -0.5 0.004
C -0.283 0.160 3.997 0.0 -0.2 -0.1 0.001
C -2.315 -0.188 0.862 0.1 -0.1 0.2 0.006
C 0.285 1.208 -4.467 -0.1 -0.2 0.0 0.000
C -1.608 1.708 5.399 0.0 0.0 -0.1 -0.004
C -1.965 3.981 4.760 0.0 0.0 0.0 -0.001
C 1.264 -1.796 -0.755 0.1 0.3 0.0 -0.003
C 3.689 -2.390 -0.688 0.0 -0.1 0.0 -0.005
C -2.136 0.898 -3.902 0.1 0.0 0.0 0.000
C -1.559 0.963 -2.479 -0.1 -0.2 -0.1 0.013
C -1.419 -1.216 0.150 0.1 0.3 -0.1 -0.018
C 0.782 0.497 -3.194 0.0 0.0 -0.1 0.003
C 3.116 -3.817 -0.802 0.0 0.1 -0.1 0.001
C 0.618 -1.592 3.097 0.0 -0.1 0.1 -0.002
C -0.170 4.636 -1.580 0.0 -0.1 0.3 -0.002
C -3.732 -1.773 -0.798 0.0 -0.1 0.1 0.000
C 0.323 -1.944 4.373 0.0 -0.1 -0.1 0.002
C -4.363 -1.655 0.593 0.1 0.1 -0.1 0.000
C -0.637 2.528 3.307 -0.1 -0.2 0.2 -0.001
C 2.673 -1.354 -1.178 0.0 0.1 0.2 0.025
C -2.258 -2.178 -0.727 -0.1 0.1 -0.1 -0.002
C -3.445 -0.911 1.588 -0.1 0.0 -0.1 0.000
C -0.852 1.471 4.245 0.0 0.3 -0.1 -0.003
C 0.853 -3.008 -1.603 0.0 0.0 0.0 0.000
C 6.515 1.800 -0.112 0.0 0.0 0.0 0.001
C -1.224 3.785 3.622 0.0 0.0 0.0 0.007
C -2.167 2.938 5.668 -0.1 0.0 0.1 0.006
H -4.587 -2.657 0.970 0.0 0.0 0.0 0.000
H -2.202 -3.188 -0.309 0.0 0.0 -0.1 0.000
H 2.910 -0.370 -0.775 0.1 0.0 0.0 -0.008
H -5.316 -1.128 0.499 0.0 -0.1 0.0 0.000
H -0.729 -0.980 -2.755 0.0 0.0 0.0 0.000
H -2.907 0.123 -3.956 0.0 0.0 0.0 0.000
H 1.414 -0.344 -3.485 0.0 0.0 0.0 -0.001
H -0.910 -0.475 -5.060 0.0 0.0 0.0 0.000
H -2.736 0.537 0.163 0.0 0.0 0.0 -0.002
H 3.919 -4.534 -0.987 0.0 0.0 0.1 0.000
H -1.782 0.901 6.104 0.0 0.0 0.0 0.000
H 2.721 -1.273 -2.265 0.0 0.0 0.0 0.001
H -1.321 1.009 -5.910 0.0 -0.1 0.0 0.000
H 2.640 -4.109 0.139 0.0 0.0 0.0 0.000
H -1.196 1.965 -2.267 0.0 0.0 0.1 -0.006
H -2.410 4.950 4.954 0.0 0.0 0.0 0.000
H -0.532 -0.732 5.892 0.0 0.0 0.0 -0.001
H 0.397 -2.694 -2.546 -0.1 0.0 0.0 0.000
H 0.111 -3.601 -1.062 0.0 0.0 0.0 0.000
H -4.279 -2.516 -1.385 0.0 0.1 -0.1 0.000
H 1.347 -2.117 0.290 0.1 0.0 0.0 0.000
H 0.063 5.630 -1.219 0.0 0.0 0.0 0.000
H 1.393 1.181 -2.601 0.1 -0.1 0.0 0.000
H 1.766 -4.916 -2.097 0.0 0.0 -0.1 0.000
H -2.348 0.749 -1.760 0.0 0.1 0.0 0.003
H -3.003 -1.619 2.296 0.0 0.0 0.0 0.000
H 3.950 -2.174 0.350 0.0 0.1 0.0 0.001
H -2.758 3.088 6.561 0.0 0.0 0.0 0.000
H -1.711 0.375 1.572 -0.1 0.1 0.0 0.013
H 0.135 2.274 -4.276 0.0 0.0 0.0 0.000
H -2.614 1.853 -4.135 0.0 0.0 0.0 0.000
H 2.551 -3.535 -2.849 0.0 0.0 0.0 0.000
H -3.826 -0.823 -1.329 0.0 0.0 0.0 0.000
H 4.608 -2.304 -1.273 0.0 0.0 0.0 0.000
H -1.065 4.591 2.916 0.0 0.0 0.0 0.001
H -4.025 -0.193 2.172 0.0 0.0 0.1 0.000
H 0.726 4.100 -1.874 0.0 0.0 0.0 0.002
H 0.465 -2.862 4.915 0.0 0.0 0.0 0.000
H 1.101 -2.182 2.338 0.0 0.0 0.0 0.004
H 1.040 1.122 -5.250 0.0 0.1 0.0 0.000
H -0.951 -1.800 0.950 0.0 0.0 0.0 -0.004
H -1.866 -2.235 -1.743 0.0 -0.1 0.0 0.000
```
Forces are in eV/Å.

Calculated values
Spin multiplicity ... 4
Total charge ... -1
HOMO (spin up / spin down) ... -3.534 / -3.668 eV
Kohn-Sham gap (spin up / spin down) ... 5.93 / 6.06 eV
LUMO (spin up / spin down) ... 2.40 / 2.40 eV

2.
Density functional theory data (wB97M-V/def2-TZVPD) for 9 unconnected molecules or ions with the total composition H18O9 at a distorted geometry.

```
27
Properties=species:S:1:pos:R:3:forces:R:3:mulliken_spin:R:1
O 2.200 -3.553 -0.589 1.3 0.1 0.5 0.297
O 1.644 -1.718 1.799 0.4 -0.1 0.6 -0.082
O -2.422 2.648 -2.876 0.5 -0.2 0.4 0.090
O -1.099 -1.698 1.020 0.2 -0.7 1.0 0.203
O -0.245 2.113 0.212 -0.3 0.1 -0.1 0.102
O -1.185 2.847 3.223 0.1 0.1 0.1 0.188
O 1.590 0.985 2.198 -0.1 0.6 0.1 0.108
O -3.440 -0.274 -1.760 -0.2 -0.4 0.1 0.196
O 2.768 -1.023 -3.057 -0.6 -0.9 -0.6 0.446
H -1.556 -0.908 0.774 -0.5 1.0 -1.0 0.003
H 1.597 -2.032 0.891 0.1 -0.2 -0.3 0.027
H 2.261 0.296 2.086 -0.4 -0.3 -0.1 -0.019
H -1.124 3.461 2.483 -0.1 0.0 -0.1 -0.037
H 2.880 -1.964 -3.276 0.7 0.1 0.3 -0.035
H -3.475 0.553 -1.274 0.1 0.2 -0.1 -0.046
H 0.250 1.565 -0.415 0.0 0.0 0.0 -0.019
H 1.585 -4.168 -0.188 -0.6 0.3 -0.5 -0.068
H -2.124 2.510 -1.962 -0.3 0.2 0.2 0.051
H -0.061 1.697 1.066 0.2 -0.1 -0.2 0.031
H 1.874 -0.962 -3.441 -0.1 0.8 0.3 -0.163
H 0.726 -1.547 2.035 0.2 0.1 -0.3 0.051
H -0.435 2.262 3.076 0.0 -0.1 0.0 -0.020
H -1.203 -1.649 1.983 -0.1 -0.4 0.0 -0.088
H -2.869 -0.103 -2.516 0.1 0.2 0.0 -0.031
H -1.586 2.446 -3.314 0.0 0.0 -0.5 -0.066
H 1.591 1.224 3.126 0.3 -0.1 0.2 -0.031
H 1.858 -3.008 -1.303 -0.8 -0.2 0.0 -0.089
```
Forces are in eV/Å.

Calculated values
Spin multiplicity ... 2
Relative energy (zero: lowest compared OMol25 entry of this formula, charge and spin) ... 25.2 kcal/mol
Total charge ... -1
HOMO (spin up / spin down) ... 0.219 / -8.097 eV
Kohn-Sham gap (spin up / spin down) ... 2.68 / 10.84 eV
LUMO (spin up / spin down) ... 2.90 / 2.74 eV

3.
Density functional theory data (wB97M-V/def2-TZVPD) for C8H14P2 in the gas phase at a distorted geometry.

```
24
Properties=species:S:1:pos:R:3:forces:R:3:lowdin_charge:R:1
P 1.760 -0.734 -0.562 0.3 1.0 1.4 0.964
P -2.526 -2.284 0.054 -0.7 -0.9 -0.6 0.756
C 4.308 -1.450 0.333 1.4 -0.9 -2.1 -0.245
C 3.391 -0.254 0.427 -1.7 -1.5 -1.2 -0.465
C 1.078 0.894 -0.301 -1.5 0.1 -1.1 -0.411
C -3.218 1.766 0.549 -1.5 0.9 -2.8 -0.080
C -0.264 1.195 -0.355 1.1 -0.3 0.0 -0.174
C -1.413 -0.978 0.085 1.3 0.0 -0.4 -0.376
C -2.737 0.913 -0.714 1.0 3.8 0.0 -0.211
C -1.382 0.269 -0.378 -0.9 0.0 0.2 -0.404
H -2.721 1.666 -1.606 0.8 -1.1 1.5 0.132
H 5.114 -1.511 1.054 0.2 0.3 0.2 0.052
H -3.441 0.263 -1.092 -1.5 -1.9 -0.1 0.044
H -2.053 -3.203 1.050 0.1 0.2 -0.7 -0.101
H -2.449 1.925 1.223 2.1 0.8 0.9 0.029
H 4.791 -1.669 -0.718 -0.8 1.1 1.8 0.105
H -3.661 2.782 0.187 0.7 -1.8 0.9 0.103
H 3.635 0.535 -0.276 0.7 0.7 0.8 0.036
H 3.754 -2.363 0.421 -0.5 -0.6 0.6 0.021
H -3.901 1.271 1.204 -1.1 -0.6 -0.1 0.052
H -0.555 2.229 -0.442 0.0 0.3 0.0 0.098
H 3.093 -0.023 1.468 0.4 0.4 -0.8 0.078
H 1.745 1.763 -0.366 -0.1 -0.4 0.4 0.062
H -2.346 -3.004 -1.244 0.2 0.6 1.5 -0.066
```
Forces are in eV/Å.

Calculated values
Relative energy (zero: lowest compared OMol25 entry of this formula, charge and spin) ... 67.3 kcal/mol
HOMO (spin up / spin down) ... -7.428 / -7.442 eV
Kohn-Sham gap (spin up / spin down) ... 7.15 / 6.56 eV
LUMO (spin up / spin down) ... -0.28 / -0.88 eV

4.
Density functional theory data (wB97M-V/def2-TZVPD) for 2 unconnected molecules or ions with the total composition C26H42N2P at a distorted geometry.

```
71
Properties=species:S:1:pos:R:3:forces:R:3:lowdin_charge:R:1
P -0.838 -3.556 1.288 0.1 0.3 0.2 1.053
N 2.795 2.315 -5.601 0.2 -1.2 0.1 -0.233
N -0.849 4.614 3.982 0.0 -1.1 0.5 -0.233
C -2.203 5.155 3.906 0.5 -0.3 -0.6 -0.065
C -2.194 -2.715 0.332 0.1 -0.2 0.3 -0.577
C 1.149 1.377 -0.241 -0.1 0.6 -0.1 0.131
C -1.859 -4.501 2.528 0.1 -0.1 -0.5 -0.583
C 0.929 -5.605 0.783 0.3 -0.3 0.1 -0.136
C 0.629 2.225 0.769 -0.1 0.1 0.0 -0.177
C 0.382 1.678 2.052 0.2 -0.2 -0.3 0.016
C 1.587 1.672 -1.558 0.2 0.1 -0.1 -0.176
C -2.873 -3.575 3.173 -0.3 0.1 0.1 -0.137
C 1.925 0.596 -2.415 -0.2 0.0 0.4 0.016
C 1.738 2.976 -2.091 0.2 0.0 0.2 0.010
C -0.355 3.814 2.902 -0.1 0.6 0.3 -0.189
C -0.264 -4.916 0.149 -0.5 0.1 0.2 -0.577
C -0.151 4.363 1.627 -0.1 0.0 0.2 0.026
C 4.069 2.975 -5.867 -0.5 0.0 0.7 -0.065
C 0.069 5.499 4.697 0.0 -0.5 -0.6 -0.060
C -1.595 -1.652 -0.571 0.0 0.3 -0.4 -0.144
C -0.947 -5.101 3.582 0.1 -0.3 0.4 -0.136
C 2.311 0.806 -3.711 0.1 0.2 -0.6 0.028
C 2.388 2.102 -4.245 0.1 0.3 -0.5 -0.189
C 0.299 3.591 0.590 -0.2 -0.1 -0.1 0.011
C 1.786 2.611 -6.616 0.0 -0.1 0.8 -0.060
C 2.097 3.181 -3.396 0.1 -0.1 -0.2 0.026
C -0.094 2.446 3.079 -0.2 0.5 0.4 0.029
C -3.115 -3.695 -0.372 -0.3 0.0 -0.2 -0.109
C 0.125 -4.362 -1.208 0.0 0.0 -0.4 -0.139
H -0.726 -3.980 -1.771 0.1 -0.1 0.0 0.048
H -2.369 -1.095 -1.105 -0.1 0.0 0.0 0.081
H 1.663 3.829 -1.447 0.0 0.2 0.0 0.098
H -3.542 -4.416 0.328 0.0 0.1 0.0 0.071
H 1.619 3.686 -6.654 -0.3 0.3 -0.2 0.082
H 0.591 -5.132 -1.827 0.0 -0.1 0.1 0.084
H -0.274 5.649 5.720 0.0 -0.1 0.0 0.090
H -1.522 -5.546 4.397 -0.1 0.0 0.0 0.080
H 0.849 -3.553 -1.094 0.1 0.1 0.0 0.071
H -2.766 -2.193 1.111 0.1 0.0 -0.2 0.082
H 3.919 4.053 -5.903 0.3 0.4 -0.1 0.080
H -0.935 -2.079 -1.323 0.0 0.1 0.0 0.042
H -0.306 -4.328 4.012 0.0 0.0 0.0 0.076
H 0.671 -6.144 1.692 0.1 0.0 -0.1 0.046
H -2.593 -4.263 -1.141 0.0 0.0 0.0 0.062
H 2.577 -0.017 -4.352 0.0 -0.2 -0.1 0.127
H 0.570 0.630 2.218 0.1 -0.2 0.0 0.123
H -3.386 -4.065 4.003 0.1 -0.1 0.0 0.082
H 1.066 5.060 4.714 0.0 0.1 0.1 0.092
H 2.168 4.178 -3.797 0.1 0.2 0.0 0.129
H 1.700 -4.873 1.034 0.0 0.0 0.0 0.076
H 1.218 0.336 0.034 0.0 -0.3 0.1 0.124
H -0.364 5.409 1.481 -0.1 0.2 -0.1 0.129
H 4.472 2.641 -6.822 0.0 -0.1 0.0 0.091
H 1.373 -6.333 0.100 0.0 0.0 -0.1 0.081
H -2.606 5.296 4.908 0.1 0.0 0.0 0.091
H -2.370 -5.299 1.971 0.0 0.0 0.2 0.103
H 2.126 2.273 -7.594 0.1 -0.1 0.0 0.090
H 1.879 -0.411 -2.033 -0.1 -0.2 0.1 0.122
H 0.107 6.462 4.192 0.2 0.4 0.0 0.082
H -2.844 4.465 3.357 -0.1 0.1 0.1 0.093
H -3.946 -3.182 -0.862 0.0 0.0 0.0 0.083
H -2.183 6.115 3.395 -0.3 0.3 -0.1 0.080
H -1.001 -0.938 0.004 -0.1 0.0 0.1 0.044
H 4.779 2.735 -5.076 0.1 0.0 -0.1 0.093
H -1.105 -5.616 0.053 0.2 0.0 -0.1 0.109
H -2.374 -2.690 3.574 0.0 0.1 0.0 0.079
H 0.313 4.019 -0.391 0.0 0.2 -0.1 0.097
H -0.306 -5.887 3.187 -0.1 0.1 0.1 0.046
H -0.293 2.020 4.048 0.0 -0.1 0.2 0.127
H -3.645 -3.244 2.476 0.0 -0.1 0.1 0.060
H 0.852 2.109 -6.368 0.0 0.0 -0.1 0.092
```
Forces are in eV/Å.

Calculated values
Total charge ... +1
HOMO ... -10.254 eV
Kohn-Sham gap ... 4.69 eV
LUMO ... -5.56 eV

| no. | E_tot (eV) |
| --- | --- |
| 1 | -155211.47319 |
| 2 | -18719.14972 |
| 3 | -27094.73492 |
| 4 | -39904.40065 |